Entry 1:
{
  "formula": "C5H33NO12",
  "method": "the ωB97M-V functional and the def2-TZVPD basis",
  "homo_lumo_gap_ev": 8.600,
  "homo_ev": -8.78,
  "largest_force_ev_per_a": 2.80,
  "smiles": "CCCNC(C)=O.O.O.O.O.O.O.O.O.O.O.O",
  "symbols": ["C", "C", "C", "N", "C", "C", "O", "H", "H", "H", "H", "H", "H", "H", "H", "H", "H", "H", "O", "H", "H", "O", "H", "H", "O", "H", "H", "O", "H", "H", "O", "H", "H", "O", "H", "H", "O", "H", "H", "O", "H", "H", "O", "H", "H", "O", "H", "H", "O", "H", "H"],
  "positions_angstrom": [[0.94, -0.12, 0.22], [-0.55, -0.15, -0.22], [-0.72, -1.13, -1.38], [-0.06, -0.81, -2.62], [-0.12, 0.35, -3.36], [-1.30, 1.26, -3.08], [0.61, 0.42, -4.34], [1.58, 0.28, -0.58], [1.15, 0.53, 1.08], [1.41, -1.08, 0.49], [-1.09, -0.71, 0.58], [-1.05, 0.80, -0.36], [-0.48, -2.14, -1.03], [-1.81, -1.09, -1.58], [0.79, -1.30, -2.90], [-1.30, 1.56, -2.04], [-2.27, 0.95, -3.49], [-1.13, 2.23, -3.61], [2.36, 3.48, 0.63], [2.26, 3.76, 1.55], [2.71, 2.58, 0.64], [1.75, -2.96, -1.88], [1.33, -3.78, -2.17], [1.53, -2.97, -0.94], [2.12, 2.27, -1.74], [2.43, 3.18, -1.74], [1.97, 2.07, -2.68], [-1.13, 0.35, 3.08], [-0.89, 1.12, 2.54], [-1.86, 0.76, 3.57], [-0.07, -2.11, 2.71], [-0.31, -1.17, 2.79], [-0.38, -2.51, 3.52], [-0.65, -4.38, -0.89], [0.04, -3.83, -0.51], [-1.30, -4.55, -0.20], [1.54, -3.10, 0.80], [0.95, -2.87, 1.54], [1.96, -3.94, 1.03], [-3.84, -0.63, 1.07], [-3.41, -0.38, 1.90], [-3.05, -0.89, 0.57], [-2.23, 2.02, 1.26], [-3.02, 2.12, 0.72], [-1.57, 2.41, 0.68], [-0.20, 3.16, -0.20], [-0.53, 4.04, -0.41], [0.77, 3.22, -0.26], [2.43, 1.22, 3.62], [1.81, 0.49, 3.75], [1.87, 1.97, 3.86]]
}

Entry 2:
{
  "formula": "C5H34N3O10",
  "method": "the ωB97M-V functional and the def2-TZVPD basis",
  "homo_lumo_gap_ev": 9.576,
  "homo_ev": -11.94,
  "charge": 1,
  "largest_force_ev_per_a": 1.67,
  "symbols": ["C", "C", "C", "C", "N", "C", "N", "N", "H", "H", "H", "H", "H", "H", "H", "H", "H", "H", "H", "H", "H", "H", "H", "H", "O", "H", "H", "O", "H", "H", "O", "H", "H", "O", "H", "H", "O", "H", "H", "O", "H", "H", "O", "H", "H", "O", "H", "H", "O", "H", "H", "O"],
  "positions_angstrom": [[-2.34, 0.72, 0.20], [-0.83, 0.94, 0.18], [0.10, -0.24, 0.46], [1.52, 0.24, 0.79], [2.80, -2.86, -0.10], [2.65, -1.81, 0.58], [2.60, -0.48, 0.15], [-0.42, 1.62, -1.12], [-2.53, -0.08, 0.91], [-2.72, 0.42, -0.77], [-2.84, 1.59, 0.61], [-0.62, 1.56, 1.05], [0.27, -0.92, -0.38], [-0.40, -0.85, 1.22], [1.70, 0.22, 1.87], [1.66, 1.32, 0.66], [3.01, -2.67, -1.06], [2.49, -1.78, 1.65], [2.72, -0.34, -0.85], [0.31, 1.07, -1.64], [0.04, 2.52, -1.02], [-1.33, 1.72, -1.58], [4.04, -1.43, -2.92], [2.71, -2.10, -3.54], [3.08, -1.47, -2.90], [1.62, -0.39, -3.09], [1.74, 1.07, -3.45], [1.13, 0.46, -3.04], [-0.01, -4.52, 1.99], [0.31, -3.36, 1.05], [-0.31, -3.64, 1.74], [2.26, 3.96, 1.66], [0.77, 4.43, 2.02], [1.38, 4.14, 1.34], [-1.91, 3.39, -3.46], [-3.14, 2.37, -3.62], [-2.61, 2.90, -3.02], [1.67, -3.80, -1.63], [1.15, -4.65, -2.62], [1.39, -3.71, -2.56], [-1.07, -2.23, 3.04], [-1.13, -1.84, 4.55], [-1.46, -1.62, 3.68], [-4.05, -3.08, 1.13], [-4.31, -1.85, 1.93], [-4.01, -2.12, 1.05], [-1.24, 0.54, 3.23], [-2.33, 1.56, 3.46], [-1.44, 1.48, 3.11], [-1.30, 4.88, -0.74], [0.07, 4.50, 0.01], [-0.82, 4.21, -0.24]]
}

Entry 3:
{
  "formula": "C5H34N3O12",
  "method": "the ωB97M-V functional and the def2-TZVPD basis",
  "homo_lumo_gap_ev": 9.716,
  "homo_ev": -12.06,
  "charge": 1,
  "largest_force_ev_per_a": 3.25,
  "symbols": ["C", "C", "C", "C", "N", "C", "N", "N", "H", "H", "H", "H", "H", "H", "H", "H", "H", "H", "H", "H", "O", "H", "H", "O", "H", "H", "O", "H", "H", "O", "H", "H", "O", "H", "H", "O", "H", "H", "O", "H", "H", "O", "H", "H", "O", "H", "H", "O", "H", "H", "O", "H", "H", "O"],
  "positions_angstrom": [[-0.53, 2.31, -0.91], [-0.36, 2.29, -2.44], [-0.45, 0.86, -2.89], [0.61, 0.08, -3.34], [0.21, -1.17, -3.66], [-1.05, -1.26, -3.19], [-1.49, -0.05, -2.81], [0.46, 1.43, -0.27], [-1.60, 2.03, -0.77], [-0.42, 3.32, -0.50], [0.55, 2.75, -2.82], [-1.26, 2.84, -2.82], [1.62, 0.44, -3.45], [0.80, -1.98, -3.89], [-1.66, -2.17, -3.17], [-2.25, 0.00, -2.09], [1.36, 1.88, -0.40], [0.18, 1.11, 0.65], [1.30, -0.55, 3.00], [2.09, -0.97, 4.18], [1.65, -1.36, 3.41], [2.84, -3.35, -2.75], [2.57, -2.03, -2.07], [2.48, -2.47, -2.91], [0.87, -0.46, -0.66], [1.61, -1.87, -0.35], [1.19, -1.30, -1.03], [2.57, 2.33, 1.64], [3.13, 3.58, 1.21], [2.32, 3.06, 1.06], [-3.19, 1.34, 2.96], [-2.14, 1.66, 1.83], [-3.07, 1.62, 2.05], [-2.50, -0.57, 1.56], [-1.85, -1.28, 2.71], [-1.72, -0.50, 2.15], [-1.76, 3.51, 1.70], [-0.03, 3.65, 1.56], [-0.85, 3.24, 1.87], [0.13, 2.14, 3.02], [-0.77, 1.01, 2.71], [0.19, 1.17, 2.88], [-4.12, -1.35, -0.67], [-2.59, -1.69, -0.55], [-3.24, -0.96, -0.75], [2.46, -2.00, 1.61], [3.90, -2.27, 1.07], [2.97, -2.24, 0.82], [0.55, -3.47, 2.40], [0.09, -2.05, 2.39], [0.28, -2.76, 1.77], [-0.39, -2.03, -0.90], [-0.61, -2.88, 0.34], [-1.07, -2.61, -0.50]]
}

Entry 4:
{
  "formula": "C5H34NO14",
  "method": "the ωB97M-V functional and the def2-TZVPD basis",
  "homo_lumo_gap_ev": 8.726,
  "homo_ev": -6.20,
  "charge": -1,
  "largest_force_ev_per_a": 7.72,
  "symbols": ["C", "C", "N", "C", "C", "C", "O", "O", "H", "H", "H", "H", "H", "H", "H", "H", "H", "H", "H", "H", "O", "H", "H", "O", "H", "H", "O", "H", "H", "O", "H", "H", "O", "H", "H", "O", "H", "H", "O", "H", "H", "O", "H", "H", "O", "H", "H", "O", "H", "H", "O", "H", "H", "O"],
  "positions_angstrom": [[-0.43, 0.23, -1.85], [0.49, -0.80, -1.09], [0.18, -0.94, 0.35], [1.52, -0.41, 2.34], [1.15, -1.49, 1.25], [0.49, -2.71, 2.11], [-0.43, -3.35, 1.25], [1.73, -0.59, -1.31], [-0.08, 1.25, -1.63], [-1.44, -0.17, -1.61], [-0.11, -0.02, -2.78], [-0.78, -0.96, 0.75], [0.83, -0.23, 3.08], [1.85, 0.56, 1.55], [2.56, -0.79, 2.90], [2.09, -1.71, 0.70], [1.14, -3.53, 2.53], [-0.12, -2.20, 2.78], [-0.65, 3.07, 1.41], [-0.69, 4.11, 2.49], [-1.26, 3.54, 1.96], [4.29, 0.99, 1.96], [3.82, 2.12, 1.09], [4.40, 1.93, 1.92], [1.35, 2.35, -0.01], [0.43, 1.15, 0.66], [0.53, 2.16, 0.61], [-3.00, -1.22, -3.80], [-2.46, 0.01, -3.05], [-3.27, -0.36, -3.50], [0.83, -2.81, -1.65], [-0.30, -2.85, 0.38], [0.13, -2.18, -1.46], [-2.25, 1.40, 1.83], [-2.07, 1.73, 3.14], [-2.02, 0.94, 2.65], [4.19, 0.34, -2.55], [2.64, 0.02, -2.40], [3.35, 0.69, -2.91], [-1.58, -2.83, -2.34], [-1.46, -3.17, -3.80], [-2.14, -2.85, -3.20], [-2.28, -3.13, 1.67], [-2.46, -2.44, 0.27], [-2.96, -2.53, 1.15], [2.86, 2.49, -1.48], [2.52, 1.18, -0.79], [2.82, 2.17, -0.54], [-3.20, 2.50, -0.94], [-2.28, 3.20, 0.19], [-3.02, 3.34, -0.47], [-1.11, 1.40, -0.15], [-2.35, 0.24, 0.23], [-2.01, 1.13, 0.13]]
}

The records above yield ΔE to the lowest compared entry with this formula, charge and spin values of 2.189; 1.343; 2.217; 6.583 eV, respectively.